2 unconnected molecules or ions with the total composition C4H7NO3, computed with the ωB97M-V functional and the def2-TZVPD basis.

Calculated values
SMILES string: C#CN(C)O.O=CO
Energy above the lowest of the compared OMol25 structures with the same formula, charge and spin in eV: 5.926
Electronic energy in a.u.: -436.9256
Gap between HOMO and LUMO in eV: 10.185
Total charge: 0

Last columns: bonded neighbours and bond lengths (Å).
Atoms and positions in Å:
1 C -1.484 0.583 -1.257  N2 1.458, H9 1.090, H10 1.088, H11 1.093
2 N -0.556 -0.097 -0.362  C1 1.458, O4 1.436, C12 1.376
3 C 2.105 0.032 -0.118  O5 1.340, O6 1.189, H15 1.234
4 O -0.827 -1.506 -0.399  N2 1.436, H7 0.971
5 O 1.928 -1.151 0.484  C3 1.340, H8 0.975
6 O 2.864 0.211 -1.015  C3 1.189
7 H -0.034 -1.895 -0.803  O4 0.971
8 H 1.292 -1.063 1.218  O5 0.975
9 H -1.273 0.249 -2.273  C1 1.090
10 H -1.299 1.653 -1.184  C1 1.088
11 H -2.540 0.401 -1.045  C1 1.093
12 C -0.459 0.416 0.911  N2 1.376, C13 1.225
13 C -0.682 0.468 2.115  C12 1.225, H14 1.057
14 H -0.657 0.793 3.120  C13 1.057
15 H 1.622 0.905 0.609  C3 1.234

Results of the Löwdin charge analysis, in e, for atoms 1 through 5: -0.039 -0.251 -0.450 -0.002 0.048